ORCA calculation (ωB97M-V/def2-TZVPD) on a 2-piece molecular cluster, CIO4S overall at a distorted geometry.

Each line ends with the Mulliken charge.
Geometry (Å):
C1 -2.25 0.64 -1.19  0.0350
O1 0.97 1.06 1.44  -0.5023
O2 -1.46 -0.12 -0.85  -0.0632
O3 2.70 -0.34 0.52  -0.5061
O4 1.26 -1.22 2.35  -0.5366
S1 1.44 -0.29 1.21  0.7091
I1 -2.66 0.27 -3.48  -0.1360

Results
Electronic energy: -28162.1312 eV
Energy above the lowest of the compared OMol25 structures with the same formula, charge and spin: 2.309 eV
Charge: -1
Frontier orbital gap (spin up / spin down): 0.30699 / 0.10215 Ha
E_LUMO (spin up / spin down): 2.625 / -0.247 eV